No. 1
DFT (the ωB97M-V functional and the def2-TZVPD basis) results for a molecular structure, C45H94AsF6N9OP in a non-equilibrium geometry.

```
! RIJCOSX wB97M-V def2-TZVPD def2/J DEFGRID3
* xyz 5 1
H 4.30284 5.95491 -1.19401
H 1.50909 -4.65108 2.53467
H -5.55276 -1.82496 -4.76722
H 9.08126 -2.44739 -2.89388
H 2.56717 -2.40603 6.74878
H 9.34835 -3.92951 -2.02670
H 7.02938 -4.29628 -1.95221
H -0.80292 -5.22174 6.55425
H 6.42183 -2.72889 -2.44118
N 8.01037 -2.64904 -0.92427
H -3.67129 -2.79667 -4.36568
H -2.64535 -4.31186 4.44382
C 3.96761 4.17280 -6.92015
H -4.79755 -4.54618 1.48040
C -4.70518 2.37283 -5.59746
H -3.17492 -1.49276 -5.36716
H -6.33029 -0.23472 -6.68910
H -4.37171 3.39977 -5.57330
C 6.77159 -3.30346 -1.58348
C 3.92379 2.21592 -7.94880
H -4.65182 1.94170 3.75119
C -1.02448 -6.11105 5.96422
C -2.30017 -4.39099 3.41296
N -4.97280 0.16914 -4.98606
H -7.36126 2.54175 -7.33878
H 2.06249 -5.69326 0.26659
H 1.50601 0.49947 -8.00766
H -5.97748 3.46976 -7.74458
H 2.22268 -3.53391 4.28427
H 0.60206 0.85911 -6.75438
C 2.10947 -0.91805 5.29684
H -6.01440 -3.40256 2.01480
H -2.09706 -6.03696 5.78483
C 6.38659 -0.49966 -0.13037
F 0.31336 0.27078 -1.40681
C -4.40493 1.38016 -4.65276
H -2.35661 -6.83066 8.12549
C 3.29302 3.24671 -6.07171
H 10.10310 -2.39179 -1.46832
H -0.32414 -6.94140 4.05220
C -0.10556 -6.11625 4.73002
N -6.52067 2.51857 3.63582
C 1.49961 0.26983 -6.94214
H -9.81011 0.35307 5.35923
H 0.95785 -6.21097 4.94980
H 5.65092 3.43662 -9.56833
C -8.59865 1.71080 3.31531
C 2.79228 0.74001 -6.25448
H -0.17251 -4.50411 -1.61865
C 0.15470 -5.67641 1.09126
H 4.26426 9.97783 0.02392
H -2.83916 -1.41087 -3.57025
H 2.92629 12.70375 -0.02912
H 5.98057 -3.38829 -0.83838
H 2.84905 3.33916 -5.09153
H 0.31582 -7.63227 6.82177
As 0.02248 1.35091 0.03356
H -3.86835 1.46466 -3.71930
H 5.97685 -1.07239 0.70161
C -5.06175 -3.85874 2.28399
C 7.75546 -1.15148 -0.64164
C 9.21279 -2.85638 -1.89211
H 3.53961 0.02538 -6.59929
H 8.64606 -4.41439 0.17778
H 1.57690 -4.46473 -1.84167
C 1.50709 8.98917 -1.49039
H -4.32674 -2.29594 3.40303
C -1.35740 -7.25683 8.21530
C -3.52580 -1.71644 -4.35972
C 1.75789 -2.17852 6.05495
H -2.07369 -2.31028 2.75568
F -1.65602 0.66395 0.20077
C -6.29057 2.44987 -7.52120
H -0.89422 -5.58594 0.80899
P -0.53333 -4.61342 3.67575
O 5.46120 -0.64516 -1.22413
C 0.02977 -3.24720 4.66389
H -2.66751 -5.33826 3.01821
N -8.37926 1.76597 4.69251
C -5.13761 2.85898 3.41846
C -0.75379 -7.42290 6.80774
H 3.36612 7.41467 0.68315
H 0.85893 -6.70910 -0.63869
C 0.49147 -4.60412 2.14690
C -4.09700 -2.76316 2.44542
H 0.88839 -1.98576 6.68337
H -4.81412 3.01466 2.38928
C -7.49197 2.21845 2.68219
N -5.60414 1.76895 -6.48545
H -8.69972 1.02963 6.55991
H -1.33586 -8.21179 6.33134
H 2.40901 -0.16297 6.02364
H 8.58193 -0.85432 0.00391
H 5.41245 5.08543 -8.98102
H -10.76389 2.74134 5.10831
H -0.13747 -2.45244 3.93691
C 3.28644 9.91982 -0.43095
H 0.88751 8.24625 -1.97060
H -11.08827 1.83003 6.57050
H 1.22239 -0.76808 -6.75774
H 9.13956 -2.82053 0.82073
H 0.91286 -3.67611 -0.44579
H 1.68035 -4.23360 5.77805
F -0.61303 2.65098 -1.08266
H -5.17347 -0.91445 -3.19584
C 0.78411 -4.54033 -1.09744
H 2.92001 -1.07787 4.58580
H 4.17365 4.23439 -10.03133
H 7.87507 -0.54302 -1.53806
C 1.03677 -5.78364 -0.09095
H -4.79787 3.74668 3.95200
C -2.64846 -3.18920 2.46366
H -0.64061 -6.86263 8.93567
H 4.09881 1.46063 -8.70066
H 3.89604 7.16828 -2.34348
H -9.45187 1.22638 2.86393
C -5.64317 0.42805 -6.18412
H -2.36892 -3.39661 1.43074
H 7.47922 -3.30198 0.99901
N 2.54141 10.87972 -1.06306
H -7.18907 2.30823 1.64944
H 2.17073 12.76490 -1.67176
H -9.85232 3.03920 6.70854
H 0.90454 10.91160 -2.43281
H 3.85412 12.55413 -1.44252
C -4.93892 -1.09063 -4.24562
H -1.58774 -8.24466 8.61435
H 4.73521 -0.02767 -1.10905
H -4.29225 -2.02879 1.66396
N 2.55234 8.72634 -0.64361
C 4.90399 4.15301 -9.22630
F 0.75237 0.07361 1.06943
N 3.33266 2.02713 -6.74705
H 4.99286 7.53815 -1.03117
H 6.47247 0.48506 0.32905
H 0.25650 -6.67019 1.52731
H 1.23281 -0.43148 4.86926
C 1.54292 10.33817 -1.77702
N 4.30232 3.54396 -8.09328
C 2.97196 7.39010 -0.33279
C -10.30274 2.33537 6.00865
F 1.71659 2.07998 -0.04186
C 4.06841 7.01608 -1.27801
C 2.89030 12.26261 -1.02521
H -6.17602 1.81996 -8.40336
H 2.06129 6.79112 -0.33527
C -7.06555 2.16092 4.85095
H 0.28848 -3.64529 1.66992
C 8.34012 -3.38009 0.33505
H -6.49980 2.17890 5.77073
H -5.27222 -4.54544 3.10390
H -0.67718 -3.15072 5.48791
C 1.51598 -3.39429 5.10230
H 2.72746 0.83036 -5.17016
H 4.09933 5.23684 -6.79026
C -9.31041 1.26425 5.68807
F -0.39373 2.41192 1.44540
*
```

Properties
LUMO level: -7.943 eV
maximum force: 4.5 eV/Å
gap between HOMO and LUMO: 9.8 eV

These are the Löwdin partial charges, in e, on atoms 1 to 4:
1 H 0.084
2 H 0.093
3 H 0.130
4 H 0.110

No. 2
DFT (the ωB97M-V functional and the def2-TZVPD basis) results for 8 unconnected molecules or ions with the total composition C46H106O17 in a non-equilibrium geometry.

```
! RIJCOSX wB97M-V def2-TZVPD def2/J DEFGRID3
* xyz 0 1
H 28.28194 3.50265 -17.84737
C 26.21150 1.86057 -18.66338
H 28.93608 0.02054 -17.37603
H 25.74959 -7.54638 -14.19310
H 25.19743 0.11294 -15.97049
H 25.45048 0.78151 -20.36123
H 23.12637 -6.79599 -18.71853
H 19.46145 -4.76234 -13.50298
H 20.16650 -3.77817 -19.96825
H 22.75105 1.12525 -22.98138
H 24.69785 -4.11728 -19.52241
H 26.40902 1.64614 -17.60250
C 22.26874 -4.30159 -19.54359
H 30.68128 -1.32382 -18.09916
O 23.10647 -5.38366 -19.83666
C 21.31296 0.46063 -14.27620
H 25.79794 -2.62950 -15.32610
O 19.64742 -2.86119 -23.32605
C 18.89440 1.25151 -14.26317
C 18.76006 -5.23096 -15.44051
H 31.56096 -2.82792 -16.54819
O 27.42742 5.27317 -20.50822
C 22.67449 0.53960 -13.55592
H 19.63104 -5.90595 -21.98328
C 19.02202 -3.92574 -22.64749
H 19.17533 -2.85430 -17.85796
H 28.13251 -1.16657 -16.37882
O 21.15760 -4.56750 -21.62789
H 22.56329 0.06545 -12.57421
C 18.72637 -4.34116 -14.19213
H 25.47072 -9.08698 -13.30242
H 16.97484 -5.34717 -19.52494
H 30.30838 -1.99951 -15.78805
H 19.05693 -3.34654 -14.49315
C 22.69171 1.23237 -21.89451
O 29.79247 -3.93943 -16.20401
C 20.05792 -4.99365 -22.41536
O 20.39069 2.36005 -19.41587
H 23.54190 0.51988 -16.33324
H 24.17524 -1.98305 -18.27681
H 22.85889 1.59722 -13.34191
H 24.21952 -7.81150 -13.39370
H 25.26574 2.43131 -18.64031
H 16.17511 -4.35038 -18.27091
H 20.61272 2.20166 -13.40566
H 30.51133 -2.95035 -18.69664
H 23.12713 -7.28865 -15.54074
C 24.85805 -1.49888 -18.98225
H 21.57276 2.40572 -17.71891
H 20.01686 0.58580 -20.80835
H 26.83266 -0.00960 -19.56943
O 27.20116 2.57612 -19.33953
O 21.99020 -4.59932 -15.38647
H 25.78250 -2.08628 -19.01002
C 21.53960 -0.79878 -21.51873
C 23.76954 -0.18005 -14.31771
O 28.75514 -1.96680 -18.16823
H 22.07513 -1.68972 -16.51631
C 17.13736 -4.67274 -18.68533
H 17.44161 -2.34360 -17.56373
H 21.06783 -0.72002 -22.50850
H 28.70448 6.80195 -21.11296
H 21.40453 0.86608 -15.28948
O 23.58905 -3.39974 -16.45248
C 25.92593 -3.39826 -16.09371
C 18.20905 -2.59601 -18.29438
H 23.82165 -9.01637 -17.97458
H 17.89179 -2.22313 -24.25689
C 24.29806 0.56006 -15.54716
H 20.02869 1.51675 -17.58682
C 25.02364 -8.31948 -13.92814
H 29.03654 3.98388 -20.26523
H 18.99559 1.72612 -15.23969
H 32.10663 -6.34150 -16.96636
H 24.30535 -1.62512 -19.92224
H 15.73774 -3.29478 -13.41433
C 18.79933 -1.83973 -23.77907
O 22.72022 -0.07541 -21.35059
H 27.29792 6.43550 -22.15888
H 21.14678 -2.74766 -17.58415
H 20.96350 -7.32774 -19.87037
H 24.72048 -5.07485 -16.74986
H 18.95474 3.35415 -18.28210
H 30.00364 -5.11035 -17.86426
H 24.54438 1.60858 -15.35814
H 23.71851 -9.67641 -14.90040
H 21.79870 1.80555 -21.61899
H 20.57085 -5.45974 -19.84196
C 20.40809 -0.40534 -20.56398
O 25.06335 -0.18823 -18.56514
H 22.71068 -3.36517 -19.91122
H 20.42398 -8.31825 -18.43786
C 30.29025 -5.10262 -16.80342
H 26.76502 4.30793 -18.26552
H 18.92457 -5.58538 -17.93320
H 31.14676 -4.83721 -14.08102
H 29.82989 -5.97056 -16.33244
C 22.39347 -7.40365 -18.18612
H 20.53296 -2.41760 -15.94575
H 24.59287 -7.21148 -16.48514
H 18.38390 0.28648 -14.30922
H 28.68417 5.31704 -22.12351
H 28.98285 5.33725 -19.15149
O 20.69593 -0.53890 -19.18957
C 30.46479 -2.75804 -16.55750
H 20.52008 -5.27379 -23.36335
H 20.22744 4.35800 -18.94516
C 24.40747 -5.15573 -19.33701
H 25.21606 -9.48005 -15.78407
C 22.34507 -3.65777 -16.04602
C 27.61633 3.75739 -18.68265
C 21.42192 -2.56638 -16.54481
H 21.74910 -1.86067 -21.38998
C 23.10340 -8.46813 -17.35650
C 25.91789 0.57250 -19.39331
H 21.56613 -8.88719 -19.54479
H 16.88272 -2.72569 -14.67094
H 23.51959 1.80413 -21.47765
H 24.55602 -4.66700 -15.04524
H 24.59969 -0.35933 -13.63029
C 20.94074 -4.49919 -20.24253
H 21.92200 -6.71057 -17.47718
H 31.90981 -6.41959 -14.41974
H 24.41779 -5.35260 -18.25843
H 18.51966 -1.17591 -22.95000
H 27.37556 -0.55344 -17.90242
H 22.38285 -9.20757 -16.98746
O 17.87624 -4.67084 -16.38759
C 28.34881 4.60859 -19.68015
H 26.84223 -3.94405 -15.88538
C 16.78562 -3.13740 -13.66863
H 18.62828 -3.58835 -21.68007
H 22.00008 0.02080 -17.71108
O 17.81956 -3.56298 -19.24542
C 21.26322 -7.95869 -19.03309
H 21.04027 -0.59795 -14.37468
H 19.58428 -1.09701 -20.76584
H 17.41372 -6.38511 -17.48028
H 22.39818 0.60884 -19.26725
H 32.82166 -5.05782 -13.70717
C 17.89880 -5.40612 -17.58779
H 19.00732 3.67654 -20.05547
H 32.24870 -4.71222 -17.61178
H 23.37116 -1.12935 -14.67785
H 25.95560 -2.90896 -17.06776
C 28.07545 6.00943 -21.53068
H 18.22912 -4.37142 -23.26280
H 18.16954 1.89230 -13.74510
C 30.11207 -2.25722 -17.95567
C 21.53941 0.42337 -18.61750
H 19.78789 -5.22078 -15.83364
C 32.05572 -5.33879 -14.43021
H 17.17062 -2.51102 -12.85899
C 28.29668 -0.87172 -17.41936
H 19.36384 -1.24546 -24.49723
C 19.59269 3.49028 -19.16098
C 24.45704 -8.93070 -15.21784
H 25.13082 -5.81860 -19.80476
C 31.81850 -5.29995 -16.79666
O 17.43638 -4.40109 -13.64298
C 20.20444 1.18481 -13.52308
H 20.15073 0.81784 -12.49443
H 18.42208 -1.65811 -18.81452
C 24.66411 -4.24384 -16.04488
C 23.81872 -7.90319 -16.12927
C 20.88524 1.73125 -18.24576
O 32.47036 -4.78112 -15.65582
H 22.11521 -4.19436 -18.46291
H 18.55467 -6.27402 -15.17916
*
```

Properties
SMILES string: CCOC(C)=O.COCCOCCOC.COCCOCCOC.COCCOCCOC.COCCOCCOC.COCCOCCOC.CCCCCC.CCCCCC
LUMO level: 0.648 eV
relative energy (zero: lowest compared OMol25 entry of this formula, charge and spin): 0.00 kcal per mole
maximum force: 1.8 eV/Å
gap between HOMO and LUMO: 9.7 eV

These are the Löwdin partial charges, in e, on atoms 1 to 4:
1 H 0.129
2 C -0.211
3 H 0.102
4 H 0.065

- Which formula does entry 1 have?
  C45H94AsF6N9OP